Density functional theory data (the ωB97M-V functional and the def2-TZVPD basis) for an isolated molecule of C33H41F5N2O2S2.

The geometry in ORCA input format:
```
! wB97M-V def2-TZVPD RIJCOSX def2/J DEFGRID3
* xyz 0 1
C -4.7502 -0.7529 0.4672
C -4.4277 -1.9100 -0.4763
C -2.8993 -2.0240 -0.7106
C -2.3155 -3.2172 0.0703
N -0.9517 -3.0693 0.5766
C -0.8362 -2.0467 1.6175
C 0.4928 -2.1079 2.3896
C 0.3113 -2.1422 3.9162
C 0.3882 -0.7289 4.5346
C -0.8242 0.0321 4.0637
C -2.0788 -0.3487 4.5617
C -3.2516 0.2452 4.1135
C -3.1955 1.2372 3.1396
C -1.9611 1.6237 2.6400
C -0.7658 1.0564 3.1121
C 0.4984 1.6182 2.5516
O 1.4514 1.8835 3.2277
C 0.4515 1.9093 1.0855
C 1.5389 1.7034 0.2409
C 2.9011 1.1980 0.6774
F 2.8655 0.2744 1.6486
F 3.4762 0.5833 -0.3903
C 3.8953 2.3414 1.1138
F 3.4195 3.5320 0.7752
F 4.1213 2.3122 2.4134
F 5.0732 2.1883 0.5015
C 1.3789 1.9833 -1.1145
C 0.1671 2.4517 -1.6216
C 0.0806 2.6808 -3.1174
C 0.2919 4.1343 -3.5643
C 0.7309 4.1780 -5.0431
C 2.2484 4.2068 -5.1798
N 2.6343 4.4020 -6.5944
C -0.9210 2.7016 -0.7753
C -2.2180 3.2215 -1.3355
C -0.7599 2.4283 0.5932
C -1.8493 2.6629 1.5896
O -2.5637 3.6284 1.5707
C 0.0037 -2.9549 -0.4498
S 0.4888 -1.5828 -1.1470
S 0.6941 -4.5243 -1.0287
C 2.2567 -4.5652 -0.0768
C 3.3707 -5.2100 -0.9414
C 3.9063 -6.5304 -0.3507
H -4.5568 0.1783 -0.0614
H -4.1324 -0.8142 1.3593
H -5.8078 -0.7474 0.7205
H -4.8161 -2.8525 -0.0918
H -4.9140 -1.7280 -1.4325
H -2.4580 -1.0822 -0.4006
H -2.7523 -2.1859 -1.7730
H -2.3352 -4.0903 -0.5827
H -2.9760 -3.4563 0.9005
H -0.9234 -1.0532 1.1605
H -1.6944 -2.1306 2.2796
H 1.0623 -1.2192 2.1362
H 1.0571 -2.9644 2.0334
H -0.6788 -2.5439 4.1154
H 1.0698 -2.7741 4.3708
H 1.2950 -0.2304 4.2204
H 0.3854 -0.8438 5.6160
H -2.1063 -1.1388 5.2972
H -4.2069 -0.0699 4.5028
H -4.1013 1.6923 2.7687
H 2.1991 1.8027 -1.7879
H -0.8601 2.2803 -3.4896
H 0.8590 2.0740 -3.5791
H -0.6555 4.6623 -3.4977
H 1.0232 4.6265 -2.9280
H 0.3920 3.2446 -5.4946
H 0.2625 4.9857 -5.5950
H 2.6412 3.2505 -4.8315
H 2.6421 5.0004 -4.5501
H 2.8575 3.5099 -7.0135
H 3.4825 4.9528 -6.6315
H -2.0363 3.8661 -2.1828
H -2.7431 3.8162 -0.6030
H -2.8563 2.3868 -1.6223
H 2.5005 -3.5292 0.1345
H 2.1116 -5.1232 0.8403
H 2.9577 -5.3999 -1.9246
H 4.1600 -4.4728 -1.0401
H 3.7988 -7.3271 -1.0794
H 3.3399 -6.8364 0.5242
H 4.9460 -6.4185 -0.0618
*
```

Values from the calculation:
* LUMO: -0.7 eV
* HOMO-LUMO gap: 7.5647 eV
* E_HOMO: -0.3022 hartree

Density functional theory data (the ωB97M-V functional and the def2-TZVPD basis) for a structure of composition C33H41N4OS4SbTeZr.

The geometry in ORCA input format:
```
! wB97M-V def2-TZVPD RIJCOSX def2/J DEFGRID3
* xyz 0 1
Zr 0.0066 1.0576 -1.1182
C 3.5675 2.3247 -0.0851
C 2.1119 2.6335 0.1905
C 1.4561 3.6505 -0.5283
C 2.1226 4.3654 -1.6751
C 0.1837 4.0988 -0.1155
C -0.4598 5.2801 -0.7834
C -0.4517 3.4954 0.9696
C -1.7622 4.0499 1.4437
C 0.1517 2.4010 1.6210
C -0.5567 1.7468 2.7773
C 1.4448 1.9962 1.2631
C 2.1044 0.9213 2.0894
H 3.7026 1.4859 -0.7693
H 4.0903 2.0689 0.8329
H 4.0810 3.1881 -0.4989
H 1.4602 4.3820 -2.5407
H 3.0523 3.8997 -1.9846
H 2.3384 5.4019 -1.4052
H -0.2395 6.1883 -0.2113
H -1.5410 5.1643 -0.8427
H -0.1024 5.4258 -1.7970
H -2.5663 3.7896 0.7482
H -1.7169 5.1389 1.4763
H -2.0301 3.6949 2.4335
H -1.6229 1.6580 2.5763
H -0.4297 2.3433 3.6860
H -0.1859 0.7459 2.9711
H 2.1661 1.2311 3.1351
H 3.1054 0.6804 1.7523
H 1.5221 0.0002 2.0515
S -3.9207 1.0820 -3.9616
Sb -2.9770 2.3475 -2.3640
S -0.6712 2.6768 -2.9789
S -2.3659 1.0153 -0.3466
S -3.9697 4.2125 -1.6027
N 1.6178 0.3669 -5.1850
C 2.7228 1.1342 -4.8916
C 2.6857 1.3346 -3.5479
N 1.5856 0.7091 -3.0159
C 0.9601 0.1450 -4.0307
C -0.2826 -0.5567 -3.8076
N -0.7862 -0.5915 -2.5926
C -1.9150 -1.3665 -2.6559
C -2.0802 -1.8020 -3.9316
N -1.0386 -1.2736 -4.6580
H 1.3175 0.1015 -6.1063
H 3.4189 1.4491 -5.6474
H 3.3828 1.8803 -2.9380
H -2.5363 -1.5120 -1.7910
H -2.8673 -2.3686 -4.3927
H -0.9561 -1.3105 -5.6583
C 1.3023 -2.6548 -1.2720
C 1.8688 -1.5818 -0.3519
C 3.3135 -1.2776 -0.7130
O 1.0691 -0.4146 -0.3780
H 1.8130 -3.6041 -1.0976
H 1.4469 -2.3757 -2.3186
H 0.2373 -2.7968 -1.0907
H 1.8408 -1.9620 0.6778
H 3.3674 -0.8460 -1.7143
H 3.8996 -2.1986 -0.7080
H 3.7675 -0.5873 -0.0046
Te -1.3298 -1.8846 1.3608
C -0.0763 -3.3456 2.2431
C 0.0985 -4.5892 1.6430
C 0.9666 -5.5203 2.1971
C 1.6716 -5.2134 3.3523
C 1.5054 -3.9743 3.9548
C 0.6360 -3.0441 3.4012
C -3.1088 -2.4389 2.3567
C -3.4405 -1.8408 3.5688
C -4.6128 -2.1910 4.2237
C -5.4618 -3.1376 3.6688
C -5.1394 -3.7310 2.4570
C -3.9672 -3.3815 1.8010
H -0.4451 -4.8303 0.7375
H 1.0927 -6.4866 1.7251
H 2.3493 -5.9395 3.7827
H 2.0519 -3.7301 4.8570
H 0.5088 -2.0771 3.8733
H -2.7834 -1.0951 3.9989
H -4.8643 -1.7190 5.1649
H -6.3786 -3.4080 4.1767
H -5.8037 -4.4638 2.0171
H -3.7225 -3.8407 0.8514
*
```

Values from the calculation:
* ΔE to the lowest compared entry with this formula, charge and spin: 0.0 kcal per mole
* LUMO: -0.2 eV
* HOMO-LUMO gap: 6.8941 eV
* E_HOMO: -0.2592 hartree

Density functional theory data (the ωB97M-V functional and the def2-TZVPD basis) for a structure of composition C33H41N7O7OsS.

The geometry in ORCA input format:
```
! wB97M-V def2-TZVPD RIJCOSX def2/J DEFGRID3
* xyz 2 5
Os 0.4509 0.2475 -0.3029
O 2.0869 -0.0147 1.0945
C 2.0631 0.4811 2.4020
C -0.5576 2.9645 3.0423
O -0.3678 3.6236 3.9670
O -0.7504 2.2969 2.1057
C 2.4361 1.8479 2.6152
C 2.4246 2.7782 1.5585
C 2.7696 4.0991 1.7677
C 3.1516 4.5332 3.0323
C 3.2021 3.6231 4.0817
C 2.8559 2.3011 3.8823
C 1.6789 -0.4859 3.3970
C 1.9356 -1.8545 3.1911
C 1.6061 -2.7862 4.1603
C 0.9843 -2.3936 5.3386
C 0.6909 -1.0495 5.5404
C 1.0335 -0.1068 4.5888
H 2.9102 0.2721 0.5479
H 2.1417 2.4587 0.5644
H 2.7526 4.7974 0.9403
H 3.4249 5.5667 3.1943
H 3.5284 3.9457 5.0611
H 2.9456 1.6006 4.7010
H 2.4360 -2.1649 2.2819
H 1.8458 -3.8300 4.0007
H 0.7340 -3.1247 6.0952
H 0.1956 -0.7342 6.4491
H 0.7971 0.9341 4.7678
N -0.8569 -0.6389 1.1655
C -1.6647 -1.7140 0.5126
C -2.2219 -2.7548 1.4869
C -1.2233 -3.7045 2.1650
C -0.9013 -5.0034 1.4159
N 0.0200 -4.8379 0.2916
C 1.3387 -4.7828 0.3504
N 1.9975 -4.1544 -0.6247
N 2.0116 -5.3370 1.3704
C -0.8498 -2.3506 -0.6161
O -1.3140 -3.3066 -1.2097
O 0.3462 -1.8730 -0.8043
H -0.2882 -1.0233 1.9224
H -1.4757 0.0455 1.5974
H -2.5122 -1.2166 0.0376
H -2.9637 -3.3378 0.9387
H -2.7713 -2.2109 2.2593
H -1.6547 -4.0044 3.1222
H -0.2900 -3.1933 2.4165
H -1.8107 -5.4340 0.9986
H -0.5057 -5.7403 2.1141
H -0.4103 -4.5071 -0.5699
H 1.5078 -3.4496 -1.1651
H 2.9928 -4.2474 -0.7292
H 1.5877 -6.0846 1.8940
H 3.0167 -5.2929 1.3864
C 0.0515 3.7283 -1.4238
N -0.5391 3.1485 -2.6235
C 0.0649 3.6148 -3.8752
C -1.3690 2.1062 -2.5935
S -1.5044 1.0649 -1.1815
N -2.1987 1.8505 -3.5943
C -2.7772 0.5214 -3.8108
C -2.7100 2.8896 -4.4912
H 0.1576 4.8006 -1.5849
H 1.0388 3.3035 -1.2371
H -0.5850 3.5605 -0.5610
H 1.1384 3.7103 -3.7075
H -0.3255 4.5849 -4.1806
H -0.0924 2.8812 -4.6591
H -2.1117 -0.2429 -3.4262
H -2.8877 0.3807 -4.8844
H -3.7577 0.4459 -3.3395
H -2.5556 3.8716 -4.0563
H -3.7807 2.7255 -4.6032
H -2.2469 2.8407 -5.4761
O 0.4658 0.7826 -3.6495
C 1.5646 0.7633 -3.1563
N 1.8258 0.6449 -1.7651
C 3.1954 0.5855 -1.5904
O 3.7556 0.3635 -0.5186
C 3.8664 0.7752 -2.8924
C 5.2068 0.8327 -3.2159
C 5.5180 1.0130 -4.5608
C 4.5192 1.1202 -5.5272
C 3.1702 1.0527 -5.1870
C 2.8730 0.8812 -3.8512
H 5.9760 0.7460 -2.4607
H 6.5542 1.0695 -4.8656
H 4.8014 1.2542 -6.5628
H 2.3926 1.1233 -5.9355
*
```

Values from the calculation:
* ΔE to the lowest compared entry with this formula, charge and spin: 0.0 kcal per mole
* <S²>: 6.05
* LUMO (alpha / beta): -5.2 / -6.4 eV
* HOMO-LUMO gap (alpha / beta): 6.3140 / 7.5268 eV
* E_HOMO (alpha / beta): -0.4216 / -0.5100 hartree